No. 1
100
Properties=species:S:1:pos:R:3 method="wB97M-V/def2-TZVPD" charge=+1
C 3.14619 -0.80920 0.28201
C 3.95572 0.49455 0.32076
Cl 5.66287 0.00980 0.76448
C 3.41509 1.52771 1.32607
C 2.75614 2.66887 0.56270
C 2.19655 3.77486 1.45640
N 0.98237 3.23823 2.13749
C -0.12073 2.79243 1.18015
C -1.27869 2.33802 2.09993
C -1.31157 0.85664 2.38129
N -0.12884 0.40858 3.15580
C 0.52217 1.68755 0.30855
C -0.36355 1.09385 -0.78988
C -1.72033 1.27017 -0.91274
C -2.37251 0.65071 -1.94852
N -1.79854 -0.11975 -2.85541
C -0.47901 -0.23950 -2.72424
C 0.27306 0.32650 -1.74484
N 1.72246 2.21829 -0.38114
H 2.50561 -0.89407 1.15940
H 3.82132 -1.64974 0.21427
H 2.49452 -0.87451 -0.58032
H 3.99218 0.97404 -0.65685
H 2.73998 1.02022 2.01749
H 4.27779 1.92372 1.86236
H 3.53848 3.13680 -0.03918
H 2.92533 3.98565 2.24019
H 1.96015 4.69469 0.92891
H 0.62156 3.87994 2.84210
H 1.26595 2.37609 2.62443
H -0.36617 3.67215 0.59420
H -2.19811 2.71756 1.67755
H -1.18565 2.85380 3.06308
H -2.19087 0.68100 3.01114
H -1.43626 0.23615 1.50126
H -0.23673 -0.59430 3.26554
H -0.19403 0.81083 4.08724
H 0.86136 0.86975 0.94390
H -2.26029 1.88416 -0.21749
H -3.44830 0.78378 -2.01086
H 0.03598 -0.84568 -3.46088
H 1.33696 0.17205 -1.72488
H 1.45403 3.03408 -0.92661
O 4.46498 1.96729 -3.14255
H 4.81102 1.17725 -2.71561
H 3.74537 2.24898 -2.56846
O -2.84946 -0.42952 4.87272
H -2.66081 -0.47803 5.81905
H -3.79572 -0.59034 4.81833
O -3.51105 -2.62011 -2.43597
H -4.10721 -2.17971 -1.81937
H -3.04337 -1.89604 -2.87192
O 0.71244 1.24568 -5.41698
H 0.87213 1.20985 -4.46949
H -0.23774 1.11190 -5.50641
O 7.51593 0.99045 -1.92275
H 7.89087 1.48998 -1.19075
H 6.87867 0.40538 -1.50195
O -4.72543 -4.35390 -4.84048
H -4.37668 -3.87341 -4.07982
H -5.36206 -4.97180 -4.46009
O -1.57002 -0.91456 7.95940
H -1.67680 -1.75468 8.41553
H -0.61442 -0.78898 7.90741
O -3.52332 -1.44010 0.47999
H -3.68500 -2.27991 0.92451
H -2.56427 -1.37773 0.43628
O 2.25885 -3.03154 -1.34348
H 2.50163 -3.87172 -0.94000
H 1.56638 -3.26555 -1.97551
O 1.74225 -2.86249 -4.30434
H 1.46476 -2.10984 -4.83747
H 2.65638 -3.01278 -4.56858
O 1.58919 -0.70683 7.50635
H 2.30507 -1.07420 6.97827
H 1.97373 0.07845 7.90885
O 2.81136 0.79169 4.80345
H 2.15816 0.51671 4.14894
H 3.50149 1.23149 4.29601
O -3.26855 -1.72717 -5.65700
H -2.92166 -1.23907 -4.90237
H -3.90664 -2.34294 -5.27416
O -2.65769 4.14166 -0.08482
H -3.25468 4.58266 0.53485
H -2.20958 4.87061 -0.52948
O -5.54991 -6.87438 -5.71824
H -6.17633 -7.09463 -6.41443
H -4.82075 -6.44491 -6.17989
O -5.64880 2.94797 -0.37035
H -5.79435 2.10840 0.07904
H -4.69110 3.03821 -0.40813
O 6.98700 -2.28184 -2.52448
H 6.39919 -1.83059 -1.91187
H 7.47148 -1.56785 -2.95613
O -1.94780 -5.76647 -5.26921
H -2.63438 -5.09514 -5.37431
H -1.13936 -5.32795 -5.55119
O -4.83409 0.79369 6.65128
H -4.46351 1.31413 7.37138
H -5.42943 0.17772 7.09155



No. 2
11
Properties=species:S:1:pos:R:3 method="wB97M-V/def2-TZVPD" relative_energy_kcal_mol=34.3 charge=-1
O -2.35011 0.06779 0.16072
H -2.02302 0.94468 -0.05808
C 1.33082 0.59770 0.95531
C 0.72976 0.24843 -0.22022
C 0.83383 -0.99263 -0.90176
H 1.37654 1.63839 1.27649
H -1.56484 -0.45153 -0.05682
H 1.98495 -0.10125 1.46861
H 0.09628 0.97345 -0.75146
H -0.02915 -1.43089 -1.38668
H 1.78863 -1.49605 -0.93204



No. 3
31
Properties=species:S:1:pos:R:3 method="wB97M-V/def2-TZVPD" relative_energy_kcal_mol=60.6 charge=0 smiles="N[C@@H](CO)C(=O)N[C@@H](Cc1c[nH]cn1)C(=O)O"
C 2.40152 -0.98160 0.50368
C 1.76138 0.24232 -0.21709
C 3.30497 -1.79422 -0.32955
C -0.44904 1.53092 -0.35574
C 0.21683 2.95484 0.34613
C -1.90529 1.47811 0.28402
C -2.52949 0.22875 -0.01458
C -3.50828 -0.00247 -0.94493
C -3.25448 -1.80958 0.40450
H 0.89100 -2.59207 0.69163
H 0.63311 -1.39411 1.91639
H 2.99504 -0.50813 1.25572
H 2.84442 -1.91895 -1.36859
H 3.62439 -2.71429 0.17642
H 4.51100 -0.21457 -0.74636
H 0.13941 -0.47042 0.32308
H -0.57081 1.75794 -1.44230
H -1.74313 1.69922 1.31367
H -2.32226 2.27427 -0.23458
H -4.01396 0.50473 -1.70171
H -3.57448 -2.78016 0.77830
H -4.73697 -1.54194 -1.21849
H 1.66323 2.81696 -0.89543
N 1.36220 -1.86362 1.34396
N 0.47481 0.46619 0.13187
N -2.40867 -0.90873 0.83887
N -3.88121 -1.30089 -0.74403
O 2.42001 1.09508 -0.77635
O 4.59942 -1.08040 -0.36417
O -0.18862 3.33711 1.39347
O 1.24397 3.48973 -0.34782



Frontier orbital gap for every record listed, in sequence, given in eV: 8.95 5.68 9.49.